ORCA calculation (wB97M-V/def2-TZVPD) on C11H13N2O as an isolated structure in a non-equilibrium geometry.

Each line ends with the Löwdin charge.
Geometry (Å):
C (1.490, -1.048, 2.277)  -0.059
C (0.301, -0.418, 2.395)  -0.052
C (1.875, -1.664, 1.071)  -0.021
C (-0.597, -0.402, 1.261)  -0.107
C (1.021, -1.745, 0.020)  -0.011
C (-0.308, -1.229, 0.124)  -0.167
C (1.310, 1.885, -0.768)  -0.372
C (-1.255, -1.375, -1.002)  -0.100
C (0.109, 1.615, -1.710)  -0.036
C (-1.074, 1.329, -0.846)  -0.244
C (-1.958, 0.019, -1.195)  -0.091
N (0.708, 1.755, 0.541)  0.090
N (-0.559, 1.421, 0.608)  0.138
O (2.466, 2.077, -0.919)  0.171
H (2.225, -0.932, 3.164)  0.157
H (0.039, -0.104, 3.370)  0.115
H (2.736, -2.304, 0.884)  0.131
H (-1.668, -0.395, 1.500)  0.156
H (1.390, -2.089, -0.985)  0.148
H (-1.880, -2.126, -0.594)  0.132
H (-0.113, 2.458, -2.376)  0.135
H (0.518, 0.727, -2.479)  0.205
H (-1.832, 2.089, -1.003)  0.144
H (-2.334, 0.180, -2.229)  0.121
H (-3.013, 0.134, -0.638)  0.161
H (-0.788, -1.607, -1.888)  0.093
H (1.193, 1.747, 1.416)  0.163

Computed properties:
**LUMO (spin up / spin down)**: -5.9 / -5.9 eV
**Relative energy (zero: lowest compared OMol25 entry of this formula, charge and spin)**: 3.028 eV
**Total charge**: +1
**E**: -611.334172 Eh